Entry from the OMol25 dataset: an isolated molecule of C3H4O4 in a non-equilibrium geometry (wB97M-V/def2-TZVPD).

Results
E_tot (eV): -11362.176
Energy above the lowest of the compared OMol25 structures with the same formula, charge and spin (eV): 3.836
Spin multiplicity: 1
Orbital gap (spin up / spin down) (Ha): 0.270 / 0.327

```
11
Properties=species:S:1:pos:R:3:forces:R:3:mulliken_charge:R:1
H 0.8914 -2.1907 -1.2021 -0.16 0.05 0.05 0.33
H 1.5325 0.3307 0.7911 -0.17 0.11 -0.05 0.21
O 0.0473 -0.2566 -1.9404 0.16 -0.31 0.25 -0.50
H -0.4689 0.5417 -2.1062 0.00 -0.11 0.23 0.32
C -1.5185 0.2959 1.5051 -1.01 0.21 0.77 0.24
O 0.7638 -1.7156 -0.3678 -0.06 0.32 -0.28 -0.43
O -2.3248 0.5267 2.3677 1.62 -0.50 -1.71 -0.36
C 0.1390 -0.5384 -0.6019 -0.17 0.95 0.83 0.34
O -0.3034 0.8635 1.4207 -0.49 0.42 1.06 -0.17
H 0.6773 1.5338 -0.2248 -0.05 -0.22 0.13 0.27
C 0.5643 0.6091 0.3587 0.31 -0.91 -1.28 -0.24
```
Forces are in eV/Å.

Entry from the OMol25 dataset: a cluster of 2 separate species, C25H33F2I2N5O2Si in total in a non-equilibrium geometry (wB97M-V/def2-TZVPD).

Results
SMILES string: CC(C)=N[C@](C#N)(C(F)(F)CC[Si](C)(C)c1ccccc1)[C@](C#N)(OC#N)[C@H](I)[C@@H](C)I.CNC(C)=O
E_tot (eV): -67513.078
Energy above the lowest of the compared OMol25 structures with the same formula, charge and spin (eV): 2.940
Spin multiplicity: 1
Orbital gap (Ha): 0.298

```
70
Properties=species:S:1:pos:R:3:forces:R:3:mulliken_charge:R:1
I 2.9078 -1.2997 3.5314 0.10 0.56 -0.56 0.11
C 1.1158 -0.7739 0.4697 0.12 -1.09 -1.42 -0.28
H -3.2585 -1.7194 -0.3449 0.53 -0.77 0.87 0.32
F -0.2090 -0.7359 2.4459 0.38 1.21 -1.30 -0.30
N 0.7331 1.3340 3.4696 -0.64 3.07 -1.52 -0.22
H 0.2202 0.1255 -1.4384 0.29 -0.79 0.43 0.41
H 2.2037 -0.5289 0.4497 -1.06 0.23 0.52 -0.87
C 2.2030 3.0242 -0.5565 -0.23 -2.85 0.91 0.51
H -2.5701 -0.6535 -8.1468 0.08 0.04 0.14 0.30
C 2.1332 2.0395 1.5848 0.35 3.16 1.14 0.90
H -3.7636 0.2976 -7.2521 0.00 0.14 -0.11 0.36
H 0.0703 4.1653 3.9987 0.01 -1.02 0.35 0.25
H 1.0941 -3.7262 -3.0492 -0.31 -0.13 1.20 0.33
H -2.3381 2.0420 4.8489 0.60 -0.71 -0.88 0.48
H -2.5014 1.1123 -8.2265 -0.17 0.02 0.03 0.37
C 0.6606 -0.8375 -1.0731 0.75 0.42 0.14 -0.97
H -3.3339 2.4865 -6.5100 0.08 -0.08 0.04 0.33
H -0.9129 3.6259 5.4194 0.69 -0.34 -0.71 0.44
N 1.8523 4.7219 2.0506 -0.06 0.47 0.12 -0.51
H 6.2477 0.3386 2.1657 -0.81 0.35 0.78 0.36
C -1.7024 1.3242 4.2536 0.69 1.04 0.38 -1.06
H 0.4917 -4.7749 -1.6318 0.45 0.81 -0.46 0.32
H 1.8163 -3.5231 -1.3828 -0.89 -0.53 -0.60 0.28
C -2.7226 0.2621 -7.5787 -0.03 -0.05 -0.08 -1.35
N -1.1153 3.3989 1.4581 -0.25 0.10 -0.26 -0.57
C -1.4790 -2.1072 -3.0218 -0.12 0.34 -0.38 -1.05
C -2.7865 -3.7769 2.5590 1.65 0.18 -1.83 -0.45
H 0.2367 -4.2606 0.7650 -1.17 0.23 0.55 0.23
H 0.8602 3.3375 5.4295 -0.75 -0.04 -0.98 0.26
H 1.0501 -1.8442 0.8279 0.07 1.32 0.07 0.43
I 4.9781 3.0548 1.8579 -0.31 -0.14 0.07 0.14
C 0.8610 -3.7630 -1.9447 0.34 0.32 0.49 -1.08
H -3.2810 -4.0848 3.5101 0.25 0.46 -1.06 0.36
C -1.3890 -2.9241 0.0700 -1.39 -0.96 2.19 0.59
H -0.8798 -2.3035 -3.9608 -0.58 0.22 1.05 0.33
H 5.5780 0.8568 3.8477 -0.05 -0.36 -0.95 0.36
H 5.6081 -0.8588 3.3296 0.06 1.18 -0.40 0.46
H 1.6129 -0.9826 -1.6724 -1.01 0.20 0.57 0.57
H -1.2029 1.2640 -4.7730 -0.03 0.05 -0.05 0.18
N 1.7426 3.7803 -1.2843 0.28 0.66 -0.35 -0.48
C -0.0506 3.3467 4.7574 0.06 -0.79 1.19 -1.17
N -1.8466 1.3347 -5.5472 -0.15 -0.21 -0.33 -0.12
C 3.3722 1.6677 2.5116 0.54 -1.06 -0.96 -1.31
H 3.2396 1.9029 3.5915 -0.34 -0.12 -1.10 0.68
H -2.1895 1.0864 3.2750 0.51 -0.12 0.88 0.20
H -1.8072 -1.0313 -3.0944 0.06 -1.08 0.07 0.20
C -0.3471 2.5541 1.5500 1.43 -1.74 0.83 -0.61
H -0.9078 -5.0338 2.9281 -0.78 0.70 -0.50 0.35
F -1.0017 0.3326 0.6733 1.34 -0.01 0.89 -0.42
C 3.9713 0.2200 2.3451 1.84 0.81 0.39 -0.20
C -2.6818 2.5154 -5.6415 0.35 -0.04 0.42 -0.87
O -1.0326 -0.6575 -6.1586 -0.08 0.01 -0.10 -0.63
H -1.5532 0.4299 4.9205 -0.14 0.53 -0.99 0.29
C -3.3926 -2.8645 1.5959 0.85 -0.15 -0.25 -0.47
C 5.4643 0.1979 2.9523 -0.50 -1.81 0.28 -1.30
C 0.7100 1.4554 1.9946 -1.40 -0.39 0.54 1.68
C -2.7427 -2.4215 0.3602 1.42 -1.75 1.64 -0.34
C -1.8026 0.2640 -6.3854 0.34 -0.21 0.27 0.87
H -3.2876 2.5848 -4.7358 -0.14 0.19 -0.13 0.29
H -2.0355 3.3931 -5.7027 -0.22 0.13 -0.06 0.30
Si -0.4090 -2.3856 -1.4691 0.32 -0.35 -0.75 -0.11
C -0.7893 -3.8882 1.0357 -1.49 0.97 -0.08 -0.10
C 0.2036 0.0873 1.3811 -0.85 -1.81 -0.61 1.06
O 2.4894 1.9231 0.1755 -0.44 1.26 -0.39 -0.25
C 1.9780 3.6106 1.8122 0.12 -2.63 0.40 -0.03
H -2.3699 -2.7895 -3.0433 0.70 0.69 0.03 0.43
C -0.2522 1.9382 4.0706 -0.93 0.48 1.27 0.60
H -4.4102 -2.4566 1.8120 0.99 -0.46 -0.14 0.32
C -1.4575 -4.3248 2.2663 -0.59 1.75 -1.92 -0.57
H 4.1074 -0.1049 1.2743 -0.76 0.31 1.14 0.49
```
Forces are in eV/Å.

Entry from the OMol25 dataset: an isolated molecule of CH2O in a non-equilibrium geometry (wB97M-V/def2-TZVPD).

Results
SMILES string: C=O
E_tot (eV): -3115.359
Energy above the lowest of the compared OMol25 structures with the same formula, charge and spin (eV): 0.570
Spin multiplicity: 1
Orbital gap (Ha): 0.404

```
4
Properties=species:S:1:pos:R:3:forces:R:3:mulliken_charge:R:1
C -0.5071 -0.0011 -0.0303 -1.99 -0.41 1.13 0.00
H -0.9603 0.9258 0.0503 -1.06 2.79 -0.28 0.20
O 0.6796 -0.0256 0.0086 0.74 -1.70 -0.36 -0.38
H -1.4342 -0.7146 0.0630 2.32 -0.68 -0.49 0.19
```
Forces are in eV/Å.

Entry from the OMol25 dataset: a structure of composition C30H26AgN3O2 (wB97M-V/def2-TZVPD).

Results
E_tot (eV): -44095.688
Energy above the lowest of the compared OMol25 structures with the same formula, charge and spin (eV): 0.000
Spin multiplicity: 1
Orbital gap (Ha): 0.223

```
62
Properties=species:S:1:pos:R:3:forces:R:3:mulliken_charge:R:1
C 2.6921 1.1627 -4.2724 -0.02 0.00 -0.03 -0.74
H 1.4184 -3.0326 4.3510 0.01 -0.02 0.03 0.44
C -3.6793 1.6224 0.0994 0.02 0.03 0.02 -0.28
C 4.6923 1.9783 -2.5562 0.01 0.01 -0.06 -0.55
H 4.9393 -2.6537 -1.9443 0.03 0.01 0.00 0.47
C 1.4804 -3.4783 -0.5025 -0.08 -0.02 0.03 -0.28
C 3.9683 -2.8796 -1.5177 0.08 -0.05 0.03 -0.60
H -4.7159 -0.9618 2.2327 0.00 -0.01 -0.04 0.36
H -4.6652 -2.5469 1.4124 0.00 0.06 -0.02 0.30
C 1.5438 -2.6328 -1.6248 0.09 -0.02 0.02 1.22
C -0.5439 -1.4807 2.1026 -0.02 0.12 -0.14 0.18
O 3.8782 -0.2130 1.2024 0.01 0.14 -0.18 -0.40
H 1.6003 0.5829 -2.5223 0.17 0.04 -0.02 0.37
H 4.7685 -4.1079 0.0645 0.04 -0.02 0.02 0.38
C 1.1213 -2.3905 3.5337 -0.02 -0.01 -0.02 -0.50
N -2.2076 -0.7605 0.4781 -0.26 0.01 0.30 0.14
H -0.9857 -2.8677 3.6772 -0.01 -0.03 0.01 0.51
C 0.3392 -2.0411 -2.2106 -0.07 0.13 -0.04 -2.31
C 1.6418 -0.8635 1.7923 0.03 0.16 -0.23 0.96
C -5.7330 2.8078 -0.3169 -0.04 0.00 -0.01 -0.42
C 3.5244 1.4302 -2.0309 -0.04 -0.02 0.01 0.18
H 5.4789 2.3106 -1.8886 0.03 0.01 0.04 0.37
H -0.5397 -2.6750 -2.0838 0.02 0.02 -0.03 0.52
H 2.5109 -4.6547 0.9505 0.00 -0.02 0.03 0.44
H 0.4564 -1.7657 -3.2578 0.03 -0.02 0.02 0.41
C 3.8807 -3.7007 -0.3981 -0.07 0.05 -0.05 -0.52
C 2.5671 -0.0708 0.9352 -0.27 -0.27 0.27 -0.08
H -7.4831 1.5835 -0.5391 -0.03 0.00 -0.01 0.38
H -2.6116 1.6263 0.2759 -0.01 0.01 0.00 0.45
C 4.8646 2.1118 -3.9242 -0.04 -0.02 0.00 -0.60
H 3.9874 1.8049 -5.8579 0.00 0.00 -0.03 0.39
C -1.9231 -1.3496 1.5619 0.45 -0.06 0.13 0.13
H 1.9040 0.8392 -4.9394 -0.02 -0.01 -0.02 0.42
C -4.3670 2.8149 -0.0908 0.04 -0.02 0.00 -0.66
Ag 0.0146 -0.3051 -0.8929 -0.21 -0.22 -0.16 0.02
H -3.8146 -1.5440 -0.5799 -0.03 0.04 0.04 0.44
H 4.8510 -0.3673 -0.6069 0.00 0.07 -0.02 0.29
C -4.1300 -1.6147 1.5853 0.10 -0.11 0.14 -0.59
H 0.5040 -3.7314 -0.0992 -0.02 0.01 0.01 0.35
C 2.6152 -4.0011 0.0924 0.05 0.02 0.04 -0.58
H 5.3971 0.9698 0.4616 0.00 -0.01 -0.05 0.34
N 0.3650 -0.7640 1.4527 -0.04 -0.01 0.00 -0.19
C -0.2166 -2.3081 3.1667 0.08 0.07 -0.02 -0.70
C -6.4172 1.5993 -0.3580 0.04 0.03 0.01 -0.61
C 2.5192 1.0245 -2.9019 0.04 0.02 0.16 0.10
H 3.4928 2.3179 -0.1028 -0.01 -0.03 -0.02 0.45
C -3.6591 -0.9026 0.2940 0.13 -0.05 -0.08 0.11
C 4.5390 0.4251 0.0763 0.01 -0.15 0.16 -0.66
C 3.4348 1.3071 -0.5267 -0.14 0.07 -0.07 0.15
C 2.0774 -1.6703 2.8340 -0.10 -0.05 0.01 -0.36
C 3.8594 1.7017 -4.7890 0.02 0.01 0.02 -0.48
H 5.7795 2.5366 -4.3143 0.03 0.01 -0.01 0.39
C 2.8339 -2.3627 -2.1175 -0.06 0.06 -0.05 -0.29
H -3.8271 3.7517 -0.0624 0.01 0.03 0.00 0.39
O -2.8969 -1.9383 2.2825 -0.20 0.05 -0.16 -0.42
N 2.1964 0.7001 -0.0032 0.30 -0.04 0.05 -0.51
H 2.9366 -1.7341 -2.9949 0.00 0.00 0.00 0.36
H 3.1294 -1.7418 3.0644 0.02 0.01 0.01 0.51
H -6.2698 -0.5277 -0.2174 0.00 -0.05 0.00 0.37
H -6.2647 3.7382 -0.4646 -0.01 0.01 0.00 0.37
C -5.7308 0.4115 -0.1721 -0.01 0.03 -0.02 -0.36
C -4.3579 0.4140 0.0617 -0.05 -0.02 -0.03 0.00
```
Forces are in eV/Å.

Entry from the OMol25 dataset: an isolated molecule of C2H5N5O in a non-equilibrium geometry (wB97M-V/def2-TZVPD).

Results
SMILES string: NNC1=NN=CON1
E_tot (eV): -11646.686
Energy above the lowest of the compared OMol25 structures with the same formula, charge and spin (eV): 5.859
Spin multiplicity: 1
Orbital gap (Ha): 0.370

```
13
Properties=species:S:1:pos:R:3:forces:R:3:mulliken_charge:R:1
N 1.7650 0.9973 0.3685 -3.62 0.57 -0.61 -0.37
O 1.2216 -1.1210 -0.5117 -1.13 0.19 2.03 -0.26
N -1.7429 0.4399 -0.6372 1.27 3.37 4.15 -0.20
N 0.0590 -0.9535 0.4774 0.19 -0.87 -2.19 -0.41
C -0.4583 0.2825 -0.0123 -0.09 -0.85 -1.89 0.44
H -2.0159 -0.4790 1.2703 -1.52 0.23 -2.64 0.31
H -1.9403 1.4441 -0.2117 0.59 -1.74 -2.54 0.38
N -2.5160 -0.2442 0.3194 -1.54 -1.44 2.39 -0.61
H -2.8491 -0.9865 -0.2421 -0.76 -1.64 0.77 0.26
H -0.4930 -1.7512 0.1713 -0.27 0.13 0.09 0.33
H 3.2020 -0.4463 -0.0263 -2.90 0.39 -0.03 0.29
N 0.2810 1.2583 -0.0566 4.38 2.51 1.06 -0.33
C 2.0251 -0.1656 -0.0158 5.41 -0.85 -0.60 0.19
```
Forces are in eV/Å.

Entry from the OMol25 dataset: an isolated molecule of C4H8O2 (wB97M-V/def2-TZVPD).

Results
SMILES string: CO[C@@H](C)C=O
E_tot (eV): -8371.627
Energy above the lowest of the compared OMol25 structures with the same formula, charge and spin (eV): 1.655
Spin multiplicity: 1
Orbital gap (Ha): 0.393

```
14
Properties=species:S:1:pos:R:3:forces:R:3:mulliken_charge:R:1
C 1.9186 0.1217 -0.3956 0.26 0.16 -0.10 -0.71
H 2.8250 -0.4696 -0.2458 -0.15 0.09 -0.01 0.26
H 1.7755 0.3081 -1.4709 0.06 -0.06 0.17 0.31
C -0.4184 -0.0579 -0.1962 -0.15 0.06 -0.07 0.51
H -2.0657 -0.8324 1.0411 0.17 -0.05 -0.18 0.31
H -2.2054 -1.2000 -0.6911 0.10 0.03 0.18 0.30
H -0.4360 0.2376 -1.2607 -0.01 -0.13 0.27 0.32
O -0.6280 2.3256 0.1694 -0.03 -0.50 0.29 -0.45
H -0.5703 1.0305 1.7358 0.00 0.10 -0.21 0.32
O 0.8396 -0.6242 0.1293 -0.04 -0.06 -0.02 -0.40
C -1.4983 -1.0923 0.1368 -0.03 0.07 -0.03 -1.18
C -0.5680 1.2136 0.6336 -0.05 0.26 -0.16 -0.17
H 2.0349 1.0928 0.1069 -0.01 -0.15 -0.08 0.28
H -1.0035 -2.0534 0.3073 -0.13 0.14 -0.05 0.32
```
Forces are in eV/Å.

Entry from the OMol25 dataset: a cluster of 3 separate species, C3H5BrO2 in total in a non-equilibrium geometry (wB97M-V/def2-TZVPD).

Results
E_tot (eV): -77328.152
Energy above the lowest of the compared OMol25 structures with the same formula, charge and spin (eV): 1.134
Spin multiplicity: 1
Orbital gap (Ha): 0.388

```
11
Properties=species:S:1:pos:R:3:forces:R:3:mulliken_charge:R:1
C -0.4793 -0.5728 0.2643 2.34 1.14 -1.91 0.25
H -0.8773 -1.3760 -3.0693 0.76 0.44 -0.22 0.25
H 1.0967 0.2378 -1.1046 -0.36 0.26 -0.18 0.26
H -0.4187 -0.6285 1.3456 -1.05 -0.81 0.63 0.22
O -0.4859 1.0234 3.5317 0.97 -0.18 -0.80 -0.14
C 0.5461 0.4623 -0.2018 -0.89 0.36 2.61 -0.80
O -1.1356 -1.1894 -0.5157 -1.15 -0.96 0.30 -0.43
Br 0.3008 -0.7372 -3.6430 -0.73 -0.45 0.11 -0.27
C 0.3850 0.8273 2.8311 -0.97 0.42 1.48 0.07
H 1.1799 0.5790 0.7088 0.16 0.08 -1.21 0.30
H -0.1118 1.3740 -0.1472 0.91 -0.29 -0.81 0.28
```
Forces are in eV/Å.